{"formula": "C4H39N3O14", "method": "wB97M-V/def2-TZVPD", "energy_ev": -37911.5418, "orbital_gap_ha": [0.0797, 0.3219], "charge": -1, "multiplicity": 2, "symbols": ["C", "N", "C", "N", "C", "N", "C", "O", "H", "H", "H", "H", "H", "H", "H", "H", "H", "H", "H", "H", "H", "H", "H", "O", "H", "H", "O", "H", "H", "O", "H", "H", "O", "H", "H", "O", "H", "H", "O", "H", "H", "O", "H", "H", "O", "H", "H", "O", "H", "H", "O", "H", "H", "O", "H", "H", "O", "H", "H", "O"], "xyz": [[0.263570, -0.656946, -1.291108], [-1.074465, -0.164877, -1.797565], [-2.199630, -0.116804, -0.897487], [-2.829965, -1.413080, -0.589088], [1.273069, 0.147248, -2.066378], [2.569669, -0.189421, -1.287693], [3.069775, -1.601932, -1.351646], [2.054871, -2.562066, -0.968304], [0.229873, -1.703956, -1.338728], [0.215576, -0.569746, -0.131676], [-1.201225, -0.758398, -2.651898], [-2.014599, 0.340059, 0.084448], [-3.020006, 0.557316, -1.540125], [-2.760206, -2.119403, -1.223548], [-3.741471, -1.484602, -0.127174], [0.891434, 1.164265, -2.215300], [1.269032, -0.183610, -3.087016], [2.331000, -0.056271, -0.259891], [3.978657, -1.781712, -0.716163], [3.070944, -1.985596, -2.420328], [2.059320, -2.624361, 0.055521], [-1.433429, -2.857073, 3.605081], [-0.041060, -3.145157, 4.474686], [-0.903842, -3.481465, 4.170866], [-1.934077, 2.398913, 2.391625], [-0.369228, 3.006249, 2.517336], [-1.156915, 2.888957, 2.094549], [2.519619, 3.696377, -0.576483], [3.832474, 3.055457, -0.156552], [3.213929, 3.698898, 0.057596], [-0.016019, 3.740431, -1.474887], [0.689949, 4.608891, -2.186441], [0.991502, 4.124965, -1.374914], [-2.036176, 3.721544, -1.364965], [-1.708286, 2.567925, -2.228367], [-1.430365, 3.423852, -2.038194], [0.631057, -3.436800, -3.629952], [0.902241, -2.685621, -2.137250], [0.312329, -3.201004, -2.743512], [2.609160, -0.132493, 2.527904], [1.871710, 0.941147, 1.667574], [2.276290, -0.038112, 1.677018], [-0.429624, -1.445635, 2.310232], [-1.350731, -1.425297, 1.100568], [-1.354598, -1.413255, 2.075712], [-2.055916, -0.203397, 3.005083], [-2.217159, 0.317434, 4.507418], [-2.299592, 0.625497, 3.588017], [2.786833, 2.780325, 2.765540], [2.201968, 3.263607, 1.565225], [1.911871, 2.739117, 2.332231], [-0.306160, 4.824114, 0.816404], [-1.125060, 3.640430, 0.489967], [-0.968899, 4.580493, 0.279517], [-0.341278, -3.700346, 0.001223], [-1.218282, -3.717324, 1.432615], [-0.434599, -3.416918, 0.916939], [-2.113187, -4.847204, -2.038164], [-1.551660, -3.641534, -2.351936], [-2.390015, -4.092098, -2.248163]], "atomic_forces_ev_per_a": [[-3.9716, 2.1321, 1.9576], [0.7269, -0.9309, -0.2290], [-3.3180, 0.4596, -2.2407], [0.1002, 1.6188, 2.4932], [1.2586, -2.4315, 2.1703], [0.3051, 0.0919, 0.3679], [-1.9429, 0.4563, -1.5830], [1.0454, -0.6259, 3.6653], [0.2183, -0.3596, -0.3131], [0.7250, 0.7788, -1.8026], [-0.7859, 0.8969, 1.0733], [0.4688, 0.4433, -0.6626], [1.6939, -1.1446, 1.8083], [0.3673, -2.0480, -2.3352], [0.6756, 0.7288, -0.2046], [0.9484, 0.2724, 1.1203], [0.6154, -0.7649, -0.6606], [0.6951, 0.0530, -1.6225], [-0.7628, 0.5801, -0.9053], [1.3644, 1.2548, 0.8313], [-0.3584, 0.1279, -2.0801], [1.4683, -0.3656, 0.9114], [-0.6865, 0.4563, -0.6856], [-0.8359, -0.1051, -0.2110], [1.2569, -0.3200, 1.2602], [2.8349, -0.5515, 2.7292], [-3.9533, -0.1227, -3.3064], [-1.2932, 0.0176, -1.3750], [1.5825, -1.9666, -0.7108], [-0.2704, 2.0119, 2.0610], [2.6871, 0.0761, 1.5413], [1.7870, 0.3592, 0.5906], [-3.4212, -0.4517, -2.5079], [-0.1776, 0.6204, 0.4666], [-0.4601, -2.7984, -0.7256], [0.1855, 1.8714, -0.1487], [0.3620, 0.4441, 0.8537], [0.5980, -1.0925, -1.0029], [-1.0772, -0.4052, -0.6294], [1.0434, -0.3687, 2.7407], [1.2366, -2.6050, 0.4131], [-2.3840, 2.8407, -2.9995], [0.9058, 0.0232, 0.1730], [-0.3819, -0.4154, 0.2750], [-0.8856, 0.6383, 0.0413], [-0.3042, 1.8146, 1.2027], [-0.0047, 0.1877, -0.5582], [0.1846, -1.7518, -0.6790], [-0.5504, -0.5146, 0.5299], [-0.3774, 0.0206, -0.7696], [0.7522, 0.5175, 0.2051], [3.6581, 1.3706, 2.9099], [0.2111, 0.6287, 0.6631], [-4.3961, -1.0372, -3.4207], [-0.7970, -0.5484, 0.2706], [0.7845, -0.0330, -1.3007], [0.5121, -0.0129, 0.4696], [2.9690, -10.1755, 2.8443], [0.6243, 0.8019, -0.4048], [-3.4559, 9.3516, -2.5646]]}